C28H62N2O10 | the ωB97M-V functional and the def2-TZVPD basis

## Properties
Energy ... -53492.0992 eV
SMILES ... CCCCCCCCC[C@H](C#N)[C@](C#N)(CCOC(=O)CC)C[C@@H]1CO1.CO.CO.CO.CO.CO.CO.CO
Relative energy (zero: lowest compared OMol25 entry of this formula, charge and spin) ... 0.0 kcal per mole
Spin multiplicity ... 1
Molar mass ... 586.8 g/mol
Gap between HOMO and LUMO ... 10.1 eV

Last column: Mulliken charge in e.
CARTESIAN COORDINATES (ANGSTROEM)
C (-7.604535, -1.077586, -3.981452)  -1.22
C (-6.995015, -1.107538, -2.571861)  -0.36
C (-5.944759, -0.017694, -2.351147)  -0.86
C (-4.601520, -0.363761, -2.988436)  -0.43
C (-3.699201, 0.846820, -3.197403)  -0.69
C (-2.401283, 0.526786, -3.935071)  -0.77
C (-1.365177, -0.163422, -3.050341)  -0.19
C (-0.043908, -0.440677, -3.778684)  -0.82
C (1.031374, 0.646464, -3.577476)  -1.08
C (2.376648, 0.149196, -3.023888)  -0.11
C (2.924804, -0.873023, -3.913507)  -0.15
N (3.359759, -1.670938, -4.613931)  -0.59
C (2.395678, -0.365204, -1.540320)  3.67
C (1.831850, -1.718771, -1.484437)  -1.48
N (1.394155, -2.778283, -1.442169)  -0.59
C (1.511415, 0.497572, -0.620292)  -0.60
C (1.884811, 1.966646, -0.549137)  -1.39
O (1.411653, 2.529840, 0.703538)  0.61
C (2.351886, 2.402268, 1.688758)  0.13
O (2.372916, 1.420825, 2.385607)  -0.40
C (3.314794, 3.541453, 1.879196)  -0.30
C (3.379343, 4.617644, 0.784294)  -1.24
C (3.861738, -0.419450, -1.010156)  -0.57
C (4.177448, -1.685538, -0.246706)  -0.36
C (3.639865, -1.881407, 1.106241)  0.25
O (5.023117, -1.560533, 0.872042)  -0.58
H (-6.946034, -0.550276, -4.673361)  0.43
H (-7.755576, -2.082810, -4.373638)  0.26
H (-8.579642, -0.597841, -3.971831)  0.26
H (-6.520680, -2.077173, -2.398258)  0.30
H (-7.791280, -1.001338, -1.834994)  0.34
H (-6.316256, 0.925999, -2.761580)  0.35
H (-5.800405, 0.128934, -1.278148)  0.39
H (-4.773776, -0.848582, -3.955274)  0.29
H (-4.098742, -1.093515, -2.348766)  0.23
H (-4.258633, 1.613661, -3.738726)  0.41
H (-3.457735, 1.282031, -2.221321)  0.24
H (-2.624273, -0.115596, -4.790978)  0.43
H (-1.967939, 1.460098, -4.307051)  0.32
H (-1.201487, 0.485105, -2.183402)  -0.15
H (-1.778068, -1.094992, -2.660374)  0.23
H (-0.260282, -0.498601, -4.846599)  0.57
H (0.343597, -1.419837, -3.503711)  0.49
H (0.642432, 1.432155, -2.930107)  0.17
H (1.254481, 1.129538, -4.528916)  0.61
H (3.096760, 0.972471, -3.057958)  0.72
H (0.475866, 0.418389, -0.954909)  -0.67
H (1.553673, 0.071196, 0.382303)  0.33
H (2.960519, 2.136521, -0.629965)  0.71
H (1.403364, 2.560759, -1.321532)  0.18
H (4.284238, 3.079635, 2.058046)  0.44
H (3.017558, 4.004833, 2.823699)  0.21
H (3.144832, 5.596565, 1.194884)  0.40
H (4.375079, 4.676257, 0.350945)  0.32
H (2.655979, 4.440596, -0.006296)  0.30
H (4.027142, 0.397611, -0.308469)  -0.05
H (4.547644, -0.319956, -1.853342)  0.62
H (4.319914, -2.578203, -0.848541)  0.74
H (3.080347, -1.084552, 1.574494)  -0.42
H (3.468669, -2.917795, 1.372021)  0.43
C (1.726602, 3.674772, 6.194756)  -0.62
O (1.052997, 3.859651, 4.955525)  -0.42
H (1.569426, 4.580199, 6.775736)  0.25
H (1.323034, 2.826600, 6.753354)  0.26
H (2.802033, 3.529751, 6.058407)  0.27
H (1.168279, 3.058568, 4.435236)  0.24
C (-1.427555, 4.861724, 2.037812)  -0.58
O (-0.325212, 4.962449, 1.140412)  -0.56
H (-2.062307, 5.728115, 1.865421)  0.28
H (-2.011085, 3.955990, 1.854254)  0.22
H (-1.095917, 4.872988, 3.079442)  0.21
H (0.228659, 4.190007, 1.283757)  0.22
C (-9.842708, -3.479879, -2.163468)  -0.56
O (-10.331327, -2.271178, -2.727228)  -0.46
H (-8.889587, -3.687338, -2.645317)  0.19
H (-9.672887, -3.390130, -1.087053)  0.27
H (-10.516961, -4.319933, -2.350091)  0.31
H (-11.173926, -2.062840, -2.315900)  0.28
C (7.297093, -2.076876, 4.057298)  -0.60
O (6.348791, -2.915652, 3.425306)  -0.48
H (7.910544, -2.709688, 4.696079)  0.23
H (7.950877, -1.578510, 3.334637)  0.25
H (6.820050, -1.315800, 4.683427)  0.24
H (5.805909, -2.367242, 2.849137)  0.37
C (2.643343, -5.529035, 0.118694)  -0.54
O (3.218723, -5.008051, 1.313528)  -0.50
H (1.837631, -4.858250, -0.162982)  0.17
H (3.369243, -5.556908, -0.698772)  0.26
H (2.235812, -6.532516, 0.267264)  0.31
H (3.944958, -5.574566, 1.585510)  0.26
C (-1.027107, -0.535363, 2.262053)  -0.48
O (-1.189980, 0.693885, 1.563150)  -0.57
H (-2.011794, -0.831024, 2.616845)  0.33
H (-0.639200, -1.326417, 1.613071)  0.25
H (-0.357453, -0.430477, 3.120148)  0.07
H (-0.321292, 0.965393, 1.254980)  0.32
C (2.103279, -0.964512, 5.288359)  -0.72
O (2.680245, -0.973332, 3.994909)  -0.31
H (1.838848, -1.992161, 5.527421)  0.24
H (2.801851, -0.601819, 6.048534)  0.29
H (1.193819, -0.354504, 5.326573)  0.24
H (2.915111, -0.069065, 3.758169)  0.26

Atomic forces in eV per Å
C 0.12 -0.13 0.14
C 0.03 0.03 -0.11
C -0.04 -0.11 0.07
C -0.04 0.08 -0.03
C -0.01 -0.02 0.13
C -0.01 0.09 0.25
C -0.11 -0.02 0.01
C -0.05 0.11 -0.11
C -0.10 -0.08 -0.11
C -0.03 0.18 0.32
C 0.19 -0.14 -0.07
N 0.01 -0.02 -0.01
C 0.13 0.10 -0.09
C -0.18 -0.20 -0.15
N -0.10 0.04 0.01
C -0.21 -0.02 -0.16
C -0.10 0.20 0.04
O 0.07 -0.07 -0.11
C 0.26 -0.28 0.33
O -0.20 0.14 -0.06
C -0.04 0.38 -0.22
C -0.02 0.00 0.15
C 0.06 -0.28 0.00
C -0.52 0.09 -0.02
C 0.17 -0.20 -0.56
O 0.39 0.10 0.16
H -0.04 0.01 -0.08
H -0.04 -0.01 -0.04
H 0.02 0.13 -0.07
H -0.01 -0.03 0.10
H -0.03 -0.09 0.03
H -0.02 0.05 0.02
H 0.02 0.13 0.01
H 0.02 -0.01 -0.02
H 0.02 -0.11 -0.08
H -0.01 -0.02 -0.08
H -0.01 0.07 0.00
H 0.06 0.08 -0.13
H 0.02 -0.03 -0.15
H 0.04 -0.09 0.08
H 0.00 -0.03 0.00
H 0.02 -0.13 -0.03
H 0.03 0.00 0.04
H 0.04 0.03 0.03
H 0.02 0.04 -0.02
H -0.08 0.12 0.05
H -0.02 -0.06 0.12
H 0.13 -0.01 0.02
H 0.05 -0.02 0.02
H -0.02 0.00 -0.04
H 0.04 0.00 0.09
H 0.00 -0.10 0.10
H 0.00 0.02 0.02
H 0.01 -0.05 -0.08
H 0.00 0.00 -0.07
H 0.07 0.13 -0.12
H 0.08 0.09 0.07
H 0.15 0.00 0.00
H -0.12 -0.09 0.14
H -0.15 0.21 0.39
C -0.03 0.02 -0.02
O 0.13 -0.07 -0.10
H 0.01 0.00 0.02
H -0.01 0.01 0.01
H 0.00 0.01 0.00
H -0.09 -0.06 0.02
C 0.05 0.03 -0.02
O -0.02 0.01 0.12
H 0.00 0.01 -0.01
H -0.01 -0.01 0.02
H -0.02 -0.01 0.01
H -0.02 -0.04 -0.20
C 0.02 0.04 -0.03
O -0.03 -0.03 0.05
H 0.01 -0.01 0.01
H 0.01 0.00 0.00
H 0.00 0.00 -0.01
H -0.02 0.01 0.00
C -0.02 -0.04 -0.01
O 0.00 0.08 0.05
H 0.01 0.01 0.01
H 0.00 0.00 0.00
H 0.00 0.00 0.00
H -0.01 -0.08 -0.13
C 0.04 -0.01 0.03
O -0.04 -0.12 -0.04
H 0.00 -0.02 -0.02
H -0.01 0.00 -0.01
H 0.01 0.00 0.03
H 0.04 -0.01 0.03
C -0.01 0.02 -0.02
O 0.04 -0.09 0.00
H 0.00 -0.01 0.01
H -0.01 -0.01 -0.01
H 0.00 0.00 0.00
H 0.05 0.19 0.05
C 0.02 0.00 -0.03
O 0.08 0.05 0.09
H -0.01 0.00 0.02
H 0.00 -0.01 0.00
H -0.01 -0.01 0.00
H -0.11 -0.04 -0.06